Entry w
C5H7I | ωB97M-V/def2-TZVPD

Summary:
SMILES ... CC#C[C@H](C)I
HOMO-LUMO gap ... 0.3541 Eh
LUMO ... 0.4276 eV
HOMO level ... -9.209 eV

Structure (XYZ):
```
13
C5H7I | the Open Molecules 2025 dataset | ωB97M-V/def2-TZVPD
I 2.63597 -1.72643 1.17902
C -0.04565 -2.34046 0.04218
H 0.34849 3.56454 0.09378
H 1.50618 -1.33384 -1.26517
H 0.32977 -3.32483 -0.32680
H -1.06426 -2.06004 -0.39559
C 1.07096 -1.40816 -0.22068
H -0.32587 2.79255 1.40082
H -1.08415 2.45701 -0.02639
C 0.53848 0.16696 -0.06545
C -0.15863 2.62916 0.39612
C 0.45728 1.32048 0.26485
H -0.24643 -2.49730 1.09617
```

***

Entry x
C5H7I | ωB97M-V/def2-TZVPD

Summary:
SMILES ... C#CC(=C)C.I
HOMO-LUMO gap ... 0.3483 Eh
LUMO ... 0.4333 eV
HOMO level ... -9.045 eV

Structure (XYZ):
```
13
C5H7I | the Open Molecules 2025 dataset | ωB97M-V/def2-TZVPD
I -4.91876 0.63534 2.12221
H 2.58032 0.37327 0.52695
H -3.34480 0.35083 1.81785
C 2.30192 -0.09987 -0.42519
H -1.66211 2.07457 0.99684
H 2.67692 -1.17290 -0.54034
C -0.12061 0.53850 0.30497
C -0.89274 1.31599 0.81753
H 2.73389 0.55739 -1.22568
C 0.17530 -1.25608 -1.06828
H -0.89836 -1.17341 -1.16497
C 0.73199 -0.21633 -0.41726
H 0.63706 -1.92732 -1.74464
```

***

The structure with the greatest stability is entry w.

***

Entry w
C5H9NS | ωB97M-V/def2-TZVPD

Summary:
SMILES ... C=CC(=S)N(C)C
HOMO-LUMO gap ... 0.2905 Eh
LUMO ... -0.4153 eV
HOMO level ... -8.319 eV

Structure (XYZ):
```
16
C5H9NS | the Open Molecules 2025 dataset | ωB97M-V/def2-TZVPD
C 1.02010 1.23689 0.12631
H -1.40852 0.70390 1.52408
H -2.57186 -0.38470 0.86363
C 0.87134 -0.19895 0.03474
C 2.15574 1.93862 -0.14520
C -1.66566 0.21606 0.58243
H 3.15740 1.43568 -0.32830
H -1.03383 -1.73325 -1.55111
H -1.73233 0.98646 -0.14638
C -0.83345 -1.91230 -0.47571
H 2.40574 2.92969 -0.21155
H 0.12947 1.85743 0.45368
S 2.00670 -1.36618 -0.35701
H -1.84749 -2.40203 -0.16551
H -0.05261 -2.67192 -0.30554
N -0.60074 -0.63539 0.10142
```

***

Entry x
C5H9NS | ωB97M-V/def2-TZVPD

Summary:
HOMO-LUMO gap ... 0.3396 Eh
LUMO ... 0.8013 eV
HOMO level ... -8.441 eV

Structure (XYZ):
```
16
C5H9NS | the Open Molecules 2025 dataset | ωB97M-V/def2-TZVPD
H -1.07676 -1.82884 -0.08683
C 0.49837 1.10539 -0.76077
C 0.09901 -0.33342 -0.98912
H 0.87254 -2.17549 0.29029
H -2.38984 1.28237 0.48692
C -0.92797 -0.65881 0.06557
H 0.80155 1.57705 1.34913
C 0.22792 -0.15263 0.98246
H 0.07506 -0.35883 2.09676
H 0.01455 -0.73689 -1.93056
N 0.09183 1.09552 0.60678
H 2.07768 -0.83033 0.06525
S -2.62766 0.02253 -0.05576
H -0.32508 1.67175 -1.19605
C 0.95102 -0.95646 0.02021
H 1.63777 1.27710 -0.94428
```

***

The structure with the greatest stability is entry w.